i) Density functional theory data (ωB97M-V/def2-TZVPD) for a cluster of 2 separate species, C7H17NO in total.

```
26
Properties=species:S:1:pos:R:3:lowdin_charge:R:1
C -2.5383 1.1791 -0.4034 -0.05
C -2.3372 -0.1023 0.2613 -0.71
N -2.8532 -1.4056 -0.2175 0.09
O -1.9218 0.0294 1.3525 0.02
H -3.6045 1.1247 -1.0617 0.14
H -1.4084 1.0830 -0.7882 0.11
H -2.6718 1.9557 0.6223 0.18
H -2.0637 -2.1342 0.0728 0.13
H -2.7012 -1.2704 -1.2723 0.09
C 1.1620 2.5928 -0.2285 -0.11
C 1.0346 1.2976 0.4903 -0.29
C 1.4779 -0.0710 -0.2093 -0.25
C 1.2999 -1.2441 0.6956 -0.25
C 1.3273 -2.6031 -0.2081 -0.09
H 2.0881 2.5853 -0.7848 0.07
H 0.2951 2.8705 -0.8334 0.07
H 1.4229 3.2996 0.5139 0.06
H 0.1131 0.9830 1.0678 0.09
H 1.7542 1.2335 1.2599 0.08
H 0.8271 -0.3828 -1.1440 0.13
H 2.6303 0.1371 -0.3161 0.14
H 0.3423 -1.0178 1.2255 0.09
H 2.0101 -1.1993 1.4524 0.08
H 2.1083 -2.4878 -0.8230 -0.01
H 1.5686 -3.6423 0.3101 0.11
H 0.6384 -2.8105 -1.0340 0.05
```

Summary:
Frontier orbital gap   0.381 Eh
SMILES   CC(N)=O.CCCCC
Total charge   0
HOMO   -9.67 eV


ii) Density functional theory data (ωB97M-V/def2-TZVPD) for a cluster of 2 separate species, C7H17NO in total.

```
26
Properties=species:S:1:pos:R:3:lowdin_charge:R:1
C 2.5236 1.9167 0.5989 -0.09
C 1.3119 1.9466 -0.3165 -0.24
N 0.5468 0.7209 -0.3412 -0.09
C 1.2976 -0.5268 -0.3060 -0.03
C -0.7134 0.6488 -0.8774 -0.50
C -1.3982 1.9532 -1.1480 0.00
O -1.2188 -0.4085 -1.2065 0.04
H 3.3638 1.3765 0.1599 0.07
H 2.2782 1.5517 1.5801 0.08
H 2.9420 2.9161 0.6404 0.07
H 0.7833 2.8480 -0.0435 0.10
H 1.7189 2.1657 -1.3133 0.13
H 2.3720 -0.4512 -0.3789 0.08
H 1.1598 -1.0237 0.6576 0.09
H 0.8637 -1.1764 -1.0159 0.06
H -2.4714 1.8111 -1.0846 0.08
H -1.1203 2.8094 -0.5493 0.06
H -1.2829 2.2217 -2.2026 0.10
C -1.9235 -2.1070 1.3273 -0.17
C -1.2424 -3.1900 0.5140 -0.17
H -2.4017 -2.5249 2.2202 0.06
H -1.2655 -1.2866 1.5702 0.05
H -2.8095 -1.7231 0.8209 0.06
H -0.6352 -2.8097 -0.3018 0.04
H -2.0061 -3.7197 -0.0632 0.07
H -0.6727 -3.9388 1.0591 0.06
```

Summary:
Frontier orbital gap   0.368 Eh
SMILES   CCN(C)C(C)=O.CC
Total charge   0
HOMO   -9.19 eV


iii) Density functional theory data (ωB97M-V/def2-TZVPD) for a cluster of 2 separate species, C7H17NO in total.

```
26
Properties=species:S:1:pos:R:3:lowdin_charge:R:1
C -1.9724 -0.1100 -0.2572 -0.11
C -0.4900 -0.3719 0.0309 -0.21
N 0.2814 -0.8729 -1.1047 -0.11
C -0.2002 -0.6228 -2.4332 -0.08
C 1.4210 -1.6323 -1.0014 -0.51
C 2.0980 -1.6407 0.3537 0.00
O 1.8954 -2.1316 -2.0035 0.05
H -2.3940 0.2624 0.6955 0.06
H -2.4036 -1.1019 -0.4173 0.08
H -2.6623 0.5696 -0.7697 0.08
H 0.0116 0.5754 0.3113 0.11
H -0.3771 -0.9794 0.9213 0.11
H -0.6952 -1.4661 -2.9145 0.09
H -0.8947 0.2083 -2.6093 0.09
H 0.5813 -0.2318 -3.0967 0.09
H 1.5015 -1.9766 1.2014 0.07
H 2.8577 -2.4154 0.2008 0.08
H 2.6194 -0.7122 0.5598 0.09
C -0.9373 2.4918 2.5107 -0.17
C -1.3847 3.8907 2.9430 -0.17
H -1.3817 1.7237 3.1484 0.07
H -1.0840 2.1715 1.4827 0.03
H 0.1501 2.4765 2.6190 0.06
H -1.1693 4.6513 2.1873 0.06
H -0.9170 4.2220 3.8658 0.06
H -2.4715 3.9028 3.0588 0.06
```

Summary:
Frontier orbital gap   0.357 Eh
SMILES   CCN(C)C(C)=O.CC
Total charge   0
HOMO   -8.97 eV


Each structure's energy above the most stable one, in hartree: i) 0.1355; ii) 0.0000; iii) 0.0320.


i) Density functional theory data (ωB97M-V/def2-TZVPD) for a cluster of 2 separate species, C7H17NO in total.

```
26
Properties=species:S:1:pos:R:3:lowdin_charge:R:1
C 1.5658 0.8456 -1.2903 -0.09
C 0.3438 -0.1311 -1.3980 -0.25
N 0.5508 -1.3778 -0.6613 -0.22
C 1.6762 -2.1695 -1.0001 -0.08
C 0.2395 -1.4640 0.7589 -0.52
C 1.1235 -0.7500 1.6088 -0.03
O -0.4966 -2.3788 0.9456 0.14
H 2.2762 0.1999 -0.8605 0.02
H 1.1022 1.8283 -0.8891 0.09
H 1.9013 0.8606 -2.3971 0.09
H -0.6253 0.4073 -1.2611 0.11
H 0.1736 -0.2670 -2.4867 0.10
H 2.4688 -1.6014 -1.4479 0.07
H 1.6638 -2.9484 -0.1308 0.13
H 1.1099 -2.8995 -1.6732 0.11
H 2.1745 -0.9069 1.6065 0.07
H 1.0287 0.3635 1.5143 0.10
H 1.0935 -0.9916 2.7817 0.14
C -3.1870 3.1948 0.8485 -0.16
C -1.7204 3.1045 0.2965 -0.19
H -3.2568 3.5084 1.9051 0.06
H -3.6795 3.8962 0.1517 0.06
H -3.6866 2.1733 0.7919 0.08
H -1.5958 3.0601 -0.7787 0.04
H -1.2523 2.2324 0.8031 0.05
H -1.0269 3.9776 0.4893 0.07
```

Summary:
Frontier orbital gap   0.326 Eh
SMILES   CCN(C)C(C)=O.CC
Total charge   0
HOMO   -8.07 eV


ii) Density functional theory data (ωB97M-V/def2-TZVPD) for a cluster of 3 separate species, C7H17NO in total.

```
26
Properties=species:S:1:pos:R:3:lowdin_charge:R:1
C 0.8206 -0.2064 -1.0347 -0.43
C 0.9850 -1.6852 -0.7950 -0.09
C -0.4616 0.2153 -1.5541 -0.09
C 2.0308 0.4828 -1.5964 -0.09
C 1.0915 0.5886 1.0390 -0.01
H 0.1285 -2.0856 -0.2536 0.07
H 1.8953 -1.9009 -0.2332 0.08
H 1.0644 -2.2202 -1.7498 0.08
H -0.4532 1.1575 -2.1031 0.09
H -1.1768 0.4145 -0.6429 0.05
H -1.0112 -0.5527 -2.0948 0.09
H 2.8981 0.3669 -0.9416 0.07
H 2.2943 0.0541 -2.5699 0.09
H 1.8588 1.5506 -1.7355 0.08
H 2.0507 0.0957 0.9107 0.00
H 1.1177 1.6385 0.7592 0.03
H 0.9799 0.4608 2.1111 0.01
N -1.1223 -1.1716 1.9610 0.03
C -2.1505 0.6075 0.7215 -0.27
C -1.2384 0.2137 1.6667 -0.26
O -2.5615 1.9356 0.7247 -0.02
H -2.9349 2.1520 -0.1354 0.09
H -0.3560 -1.3726 2.5883 0.07
H -1.9841 -1.5829 2.2995 0.08
H -2.8223 -0.1183 0.2682 0.13
H -0.9428 0.9623 2.3898 0.11
```

Summary:
Frontier orbital gap   0.307 Eh
Total charge   0
HOMO   -7.52 eV


Each structure's energy above the most stable one, in hartree: i) 0.0000; ii) 0.0365.


i) Density functional theory data (ωB97M-V/def2-TZVPD) for a cluster of 2 separate species, C7H17NO in total.

```
26
Properties=species:S:1:pos:R:3:lowdin_charge:R:1
C -2.3583 -0.0179 -0.5229 -0.07
C -1.4940 -0.9112 0.4152 -0.22
N -0.3570 -0.2463 1.0133 -0.14
C -0.6629 0.9746 1.7860 -0.01
C 0.8813 -0.8285 1.2044 -0.52
C 0.8998 -2.3074 1.0076 0.00
O 1.8047 -0.1593 1.6136 0.05
H -2.3686 1.0257 -0.2468 0.06
H -3.3857 -0.3636 -0.3533 0.07
H -2.2093 -0.2697 -1.5478 0.06
H -2.1847 -1.2810 1.1784 0.12
H -1.0666 -1.6515 -0.2170 0.09
H 0.0930 1.2508 2.4650 0.07
H -0.8985 1.7352 1.0677 0.07
H -1.6012 0.7387 2.2932 0.09
H 1.1228 -2.5595 -0.0306 0.09
H 1.7117 -2.6676 1.6143 0.08
H -0.0177 -2.8221 1.2734 0.08
C 1.9931 1.8115 -1.5043 -0.16
C 1.0248 0.7519 -2.0190 -0.16
H 2.5382 1.4028 -0.6597 0.06
H 2.7106 2.1767 -2.2467 0.06
H 1.5042 2.7486 -1.2312 0.06
H 0.3511 0.5232 -1.1947 0.03
H 1.5975 -0.1205 -2.3305 0.07
H 0.3717 1.0665 -2.8276 0.06
```

Summary:
Frontier orbital gap   0.363 Eh
SMILES   CCN(C)C(C)=O.CC
Total charge   0
HOMO   -9.02 eV


ii) Density functional theory data (ωB97M-V/def2-TZVPD) for a cluster of 2 separate species, C7H17NO in total.

```
26
Properties=species:S:1:pos:R:3:lowdin_charge:R:1
H 1.0303 2.0565 -0.4591 0.04
N 0.8930 1.3777 -1.2065 0.09
C 1.3069 0.2084 -0.9167 -0.25
C 2.3291 -0.1719 0.1342 -0.40
C 2.1870 -1.6633 0.4508 -0.08
C 2.1963 0.6864 1.3920 -0.08
H 1.2146 -0.5265 -1.7135 0.11
H 3.3184 0.0006 -0.3058 0.14
H 2.4497 -2.2669 -0.4141 0.08
H 2.8387 -1.9486 1.2694 0.07
H 1.1618 -1.8907 0.7220 0.06
H 2.4798 1.7192 1.1990 0.07
H 2.8350 0.3142 2.1897 0.08
H 1.1674 0.6635 1.7488 0.07
C -3.1395 0.2860 0.5935 -0.07
C -1.9143 0.3888 -0.2978 -0.42
C -2.1705 -0.0380 -1.7267 -0.06
O -0.8341 -0.5696 0.2315 -0.11
H -3.5495 -0.7233 0.5748 0.08
H -3.8983 0.9763 0.2283 0.08
H -2.9103 0.5612 1.6260 0.08
H -1.5149 1.4105 -0.2785 0.12
H -2.9040 0.6272 -2.1770 0.08
H -1.2522 0.0289 -2.2931 0.06
H -2.5362 -1.0627 -1.7555 0.08
H -0.7842 -0.4439 1.1845 0.07
```

Summary:
Frontier orbital gap   0.375 Eh
SMILES   [H]/N=C\C(C)C.CC(C)O
Total charge   0
HOMO   -9.35 eV


Each structure's energy above the most stable one, in hartree: i) 0.0000; ii) 0.0157.


i) Density functional theory data (ωB97M-V/def2-TZVPD) for a cluster of 2 separate species, C6H16NS in total.

```
24
Properties=species:S:1:pos:R:3:lowdin_charge:R:1
C 1.0281 1.1757 -2.1682 -0.05
C 0.4316 2.2475 -1.2567 -0.18
C -1.6113 1.8436 -0.0117 0.18
N -0.3651 1.6750 -0.1645 0.03
H 1.7437 0.5567 -1.6289 0.08
H 0.2597 0.5533 -2.6264 0.09
H 1.5276 1.7051 -2.9777 0.09
H 1.2229 2.8190 -0.7704 0.14
H -0.2244 2.9305 -1.7958 0.13
H -2.1056 1.4665 0.8745 0.12
H -2.1875 2.3371 -0.7862 0.13
H 0.1456 1.0762 0.5142 0.05
C -1.0625 -2.7388 0.4544 -0.10
C -0.6249 -1.6889 1.4705 -0.32
C 0.8101 -1.2845 1.1918 -0.55
S 1.4187 0.1373 2.2298 0.73
H -2.0837 -3.0942 0.5809 0.08
H -0.3806 -3.5921 0.4831 0.08
H -0.9945 -2.3873 -0.5844 0.08
H -1.2679 -0.8122 1.3370 0.08
H -0.7056 -2.1014 2.4767 0.12
H 0.9149 -0.9660 0.1529 0.05
H 1.4838 -2.1242 1.3502 0.08
H 2.6268 0.2661 1.6549 -0.12
```

Summary:
Frontier orbital gap   0.309 Eh
Total charge   +1
HOMO   -13.08 eV


ii) Density functional theory data (ωB97M-V/def2-TZVPD) for a cluster of 2 separate species, C6H16NS in total.

```
24
Properties=species:S:1:pos:R:3:lowdin_charge:R:1
C -2.2796 -1.2778 0.6020 -0.19
C 1.4859 -0.2296 -1.4320 -0.02
C 1.0632 -1.3391 0.8671 -0.06
C 1.3819 2.1830 0.2074 0.00
C -1.6654 -0.7591 -0.6510 -0.52
C 0.7177 -0.3020 -0.0813 -0.30
N 0.3591 1.0583 0.4329 -0.04
S -1.9406 0.8990 -1.2569 0.83
H -1.6848 -2.1855 0.8456 0.07
H -2.3230 -0.4935 1.4715 0.11
H -3.3869 -1.5590 0.4733 0.12
H 2.0722 0.6147 -1.3970 0.02
H 0.7905 -0.0161 -2.2457 0.09
H 2.1706 -0.9344 -1.7778 0.08
H 0.1281 -1.6980 1.4566 0.09
H 1.6363 -0.8100 1.7788 0.14
H 1.6479 -2.1739 0.5579 0.08
H 2.4025 1.6557 0.2790 0.12
H 1.3558 2.6382 -0.8435 0.13
H 1.3342 2.8914 1.1069 0.12
H -1.7817 -1.5929 -1.3398 0.08
H 0.2017 1.1245 1.4498 0.17
H -0.5888 1.2364 0.1387 -0.02
H -3.0968 1.0696 -0.6424 -0.10
```

Summary:
Frontier orbital gap (spin up / spin down)   0.306 / 0.307 Eh
Total charge   +1
HOMO (spin up / spin down)   -12.14 / -12.17 eV


Each structure's energy above the most stable one, in hartree: i) 0.0000; ii) 0.1337.


i) Density functional theory data (ωB97M-V/def2-TZVPD) for the ion C5H12N3S with charge +1.

```
21
Properties=species:S:1:pos:R:3:lowdin_charge:R:1
C -1.3658 -1.1800 1.9577 0.04
C -0.7098 -0.7847 0.6731 -0.36
N -0.1387 -1.6902 -0.0868 0.02
C 0.5966 -1.4551 -1.2545 -0.57
S 1.9141 -2.6962 -1.2251 0.86
N 1.2390 0.0755 -1.0379 0.01
C 0.1840 0.9607 -0.8275 -0.37
C 0.7117 2.4558 -0.5478 -0.02
N -0.6658 0.4601 0.3570 0.14
H -0.8694 -0.8336 2.8198 0.08
H -1.2660 -2.3521 1.8996 0.13
H -2.4035 -0.8752 2.0538 0.10
H -0.3187 -2.7626 0.1681 0.21
H 0.0762 -1.3777 -2.1605 0.10
H 2.4065 -2.3797 -2.3412 -0.16
H 2.0961 0.0079 -0.4479 0.13
H -0.5642 0.9444 -1.7087 0.18
H -0.2310 2.9764 -0.1132 0.10
H 0.9843 2.9927 -1.5665 0.13
H 1.5007 2.5893 0.1507 0.05
H -0.9146 1.2057 1.0887 0.20
```

Summary:
Frontier orbital gap   0.385 Eh
SMILES   CC1=[NH+][C@H](S)N[C@H](C)N1
Total charge   +1
HOMO   -13.46 eV


ii) Density functional theory data (ωB97M-V/def2-TZVPD) for a structure of composition C5H12N3S.

```
21
Properties=species:S:1:pos:R:3:lowdin_charge:R:1
C -1.9948 0.4661 -0.6744 -0.62
C 3.0439 -1.0676 -0.1142 -0.12
C 2.5287 0.3208 0.4523 -0.11
C 1.7312 -1.6780 -0.6738 -0.15
C -4.3059 0.7854 -0.7647 -0.09
N 1.0952 0.3273 0.1787 0.11
N -2.9723 1.2750 -1.0628 -0.08
N 0.7583 -0.6859 -0.4431 -0.05
S -2.2262 -1.0604 -0.1836 0.84
H 3.8652 -1.0988 -0.9040 0.13
H 3.5671 -1.6735 0.5889 0.09
H 2.9248 0.5942 1.4719 0.15
H 2.7834 1.1986 -0.1940 0.14
H 2.0190 -1.9274 -1.7091 0.14
H 1.3121 -2.5463 -0.0646 0.16
H -4.0946 -0.2809 -0.6421 -0.02
H -4.5726 1.2075 0.2943 0.15
H -4.9771 1.0170 -1.5455 0.08
H -2.8991 2.2326 -1.4303 0.17
H -0.4575 -0.9837 -0.5945 0.03
H -1.0126 0.9058 -0.7046 0.06
```

Summary:
Frontier orbital gap   0.322 Eh
Total charge   +1
HOMO   -13.08 eV


Each structure's energy above the most stable one, in hartree: i) 0.0000; ii) 0.0687.